Record 1
The following is a DFT calculation (ωB97M-V with the def2-TZVPD basis set) of a structure of composition C53H71CsN5O5P.

Cartesian coordinates (Å):
Cs 1.021 1.496 -0.262
C 2.712 2.980 3.527
C 1.299 2.879 3.024
O 0.889 1.851 2.501
N 0.501 3.965 3.154
C -0.885 3.949 2.735
C -1.188 4.627 1.413
C -2.338 5.399 1.283
C -2.636 5.951 0.045
C -1.764 5.726 -1.010
C -0.639 4.950 -0.787
N -0.362 4.399 0.395
H 3.365 2.704 2.695
H 2.851 2.248 4.322
H 2.977 3.972 3.893
H 0.899 4.823 3.494
H -1.498 4.393 3.522
H -1.164 2.899 2.642
H -2.982 5.561 2.140
H -3.527 6.551 -0.089
H -1.948 6.141 -1.992
H 0.077 4.729 -1.577
O 4.933 -5.308 2.516
C 3.848 -4.499 2.563
O 2.811 -4.921 2.992
C 4.028 -3.097 2.080
C 5.021 -2.720 1.182
C 5.092 -1.415 0.727
C 4.167 -0.465 1.163
C 3.191 -0.834 2.089
C 3.120 -2.142 2.527
N 4.223 0.875 0.743
C 4.456 1.137 -0.476
C 4.604 2.530 -0.951
C 5.044 2.748 -2.249
C 5.252 4.050 -2.665
C 5.016 5.073 -1.764
C 4.567 4.748 -0.491
N 4.351 3.504 -0.078
H 5.716 -4.801 2.274
H 5.728 -3.444 0.791
H 5.875 -1.121 0.039
H 2.497 -0.080 2.443
H 2.362 -2.454 3.231
H 4.542 0.357 -1.239
H 5.186 1.906 -2.915
H 5.582 4.264 -3.673
H 5.163 6.109 -2.037
H 4.357 5.533 0.229
N -0.724 2.753 -4.100
C 0.415 2.369 -4.941
C 1.683 3.000 -4.397
C 1.952 2.572 -2.954
O 2.247 1.364 -2.740
O 1.845 3.454 -2.069
H -1.581 2.326 -4.429
H -0.856 3.758 -4.128
H 0.288 2.645 -5.995
H 0.521 1.283 -4.898
H 1.607 4.089 -4.424
H 2.534 2.698 -5.016
C -1.674 1.420 5.140
C -2.882 1.421 4.203
C -4.154 1.023 4.960
C -2.702 0.522 2.996
C -3.182 0.893 1.755
C -3.178 0.042 0.643
C -3.819 0.687 -0.592
C -4.427 -0.217 -1.664
C -2.851 1.719 -1.188
C -2.633 -1.249 0.783
C -2.141 -1.639 2.049
C -2.169 -0.752 3.115
C -1.692 -3.058 2.350
C -0.375 -3.078 3.123
C -2.774 -3.826 3.113
C -2.857 -2.373 -0.209
C -4.110 -2.976 -0.039
C -4.503 -4.098 -0.741
C -3.619 -4.667 -1.643
C -2.378 -4.086 -1.826
C -1.957 -2.938 -1.140
P -0.252 -2.258 -1.475
C -0.335 -1.807 -3.322
C 1.077 -1.589 -3.879
C -1.119 -2.720 -4.266
C -1.009 -0.433 -3.330
C 0.919 -3.755 -1.298
C 2.340 -3.170 -1.212
C 0.915 -4.860 -2.359
C 0.639 -4.404 0.057
H -1.793 2.185 5.910
H -0.746 1.605 4.596
H -1.575 0.460 5.652
H -3.026 2.440 3.831
H -4.062 0.002 5.338
H -5.026 1.062 4.306
H -4.326 1.688 5.811
H -3.622 1.882 1.642
H -4.664 1.258 -0.192
H -3.714 -0.897 -2.121
H -4.846 0.413 -2.454
H -5.235 -0.824 -1.255
H -1.902 1.265 -1.465
H -2.633 2.511 -0.467
H -3.274 2.186 -2.081
H -1.812 -1.086 4.083
H -1.533 -3.572 1.406
H -0.505 -2.729 4.151
H 0.351 -2.422 2.637
H 0.043 -4.086 3.162
H -2.978 -3.343 4.073
H -2.449 -4.850 3.307
H -3.706 -3.863 2.548
H -4.786 -2.538 0.687
H -5.482 -4.530 -0.573
H -3.888 -5.556 -2.200
H -1.708 -4.541 -2.536
H 1.620 -2.520 -4.025
H 1.663 -0.910 -3.256
H 0.987 -1.111 -4.861
H -0.716 -3.731 -4.314
H -1.060 -2.297 -5.275
H -2.174 -2.778 -3.995
H -0.360 0.310 -2.860
H -1.964 -0.454 -2.812
H -1.195 -0.119 -4.362
H 2.687 -2.766 -2.159
H 3.031 -3.966 -0.915
H 2.397 -2.381 -0.460
H 1.061 -4.488 -3.369
H 0.006 -5.460 -2.335
H 1.744 -5.542 -2.141
H 0.719 -3.674 0.863
H 1.384 -5.182 0.254
H -0.350 -4.866 0.092

Output
Energy = -3073.7977 hartree
Molecular weight = 1022.06 g/mol
ΔE to the lowest compared entry with this formula, charge and spin = 26.1 kJ/mol

Record 2
The following is a DFT calculation (ωB97M-V with the def2-TZVPD basis set) of a cluster of 3 separate species, C3H14N2O2 in total in a non-equilibrium geometry.

Cartesian coordinates (Å):
C -2.357 0.210 -0.423
C -0.978 0.263 -1.028
N -0.146 1.427 -0.729
C -0.251 -1.100 -0.978
N 1.138 -1.039 -1.336
H -2.940 -0.658 -0.743
H -2.818 1.185 -0.608
H -2.382 0.205 0.659
H -1.199 0.338 -2.111
H 0.130 1.628 0.211
H -0.459 2.214 -1.272
H -0.489 -1.527 -0.001
H -0.784 -1.698 -1.704
H 1.215 -0.532 -2.209
H 1.982 -0.820 -0.858
O 2.515 0.698 1.067
H 1.574 0.833 0.955
H 2.920 0.439 0.246
O -0.284 -0.591 2.867
H 0.679 -0.555 2.879
H -0.641 -0.841 2.016

Output
Energy = -382.6425 hartree
Molecular weight = 110.16 g/mol
ΔE to the lowest compared entry with this formula, charge and spin = 150.4 kJ/mol
SMILES = C[C@@H](N)CN.O.O

Record 3
The following is a DFT calculation (ωB97M-V with the def2-TZVPD basis set) of a cluster of 2 separate species, H3INOP in total in a non-equilibrium geometry.

Cartesian coordinates (Å):
O 0.991 -2.213 2.001
P 0.688 -0.953 2.644
I 2.765 0.386 2.720
N 0.166 0.135 -0.199
H 0.350 -0.845 -0.328
H -0.754 0.269 -0.111
H 0.686 0.543 0.649

Output
Energy = -770.8546 hartree
Molecular weight = 190.91 g/mol
ΔE to the lowest compared entry with this formula, charge and spin = 101.4 kJ/mol
SMILES = O=PI.N

Record 4
The following is a DFT calculation (ωB97M-V with the def2-TZVPD basis set) of a cluster of 7 separate species, H14O6S in total in a non-equilibrium geometry.

Cartesian coordinates (Å):
O -2.660 0.765 -1.080
H -3.019 -0.082 -0.738
H -1.909 0.928 -0.488
O 5.705 0.950 -1.130
H 5.578 1.751 -0.750
H 6.577 0.653 -1.016
O -3.197 1.752 1.254
H -3.370 1.231 0.446
H -4.055 1.797 1.678
O -1.770 -2.578 0.821
H -2.404 -2.759 1.444
H -1.042 -3.264 0.692
O -0.221 1.425 1.291
H -1.092 1.870 1.063
H 0.305 1.776 0.553
O 0.878 -1.677 0.875
H 0.646 -1.637 1.847
H 0.300 -0.969 0.578
S 1.792 -0.329 -1.941
H 0.925 -0.039 -2.966
H 2.035 -1.564 -2.434

Output
Energy = -857.9686 hartree
Molecular weight = 142.17 g/mol
ΔE to the lowest compared entry with this formula, charge and spin = 184.8 kJ/mol
SMILES = O.O.O.O.O.O.S

Q: Which formula does entry 3 have?
A: H3INOP

Q: The lowest ΔE to the lowest compared entry with this formula, charge and spin belongs to which entry?
A: C53H71CsN5O5P